# 1
ORCA calculation (ωB97M-V/def2-TZVPD) on a single C18H16FNO3 molecule in a non-equilibrium geometry.

Summary:
**Energy relative to the best compared isomer or geometry (same formula, charge and spin)**: 366.7 kJ/mol
**HOMO**: -8.41 eV
**Lowest unoccupied orbital energy**: -0.024 hartree
**Kohn-Sham gap**: 7.749 eV
**Structure (SMILES)**: O=C(/C=C/C#Cc1ccccc1F)NC1=C(C(=O)O)CCCC1

CARTESIAN COORDINATES (ANGSTROEM)
O: -0.467 1.905 -1.184
C: 0.108 0.899 -0.704
C: 0.091 0.641 0.667
C: -0.684 1.458 1.458
C: -0.838 1.178 2.855
C: -1.038 0.927 4.039
C: -1.436 0.405 5.346
C: -2.687 -0.097 5.535
C: -3.132 -0.534 6.792
C: -2.240 -0.593 7.836
C: -0.992 -0.025 7.712
C: -0.530 0.421 6.430
F: 0.722 0.935 6.325
N: 0.613 -0.011 -1.669
C: 0.825 0.070 -3.059
C: 1.139 -1.139 -3.697
C: 1.248 -2.475 -3.107
O: 1.875 -2.565 -2.095
O: 0.823 -3.519 -3.870
C: 1.437 -1.100 -5.206
C: 2.063 0.269 -5.583
C: 1.041 1.296 -5.272
C: 0.799 1.364 -3.759
H: 0.544 -0.248 0.973
H: -1.288 2.305 1.083
H: -3.482 -0.125 4.715
H: -4.130 -1.024 7.105
H: -2.532 -0.784 8.892
H: -0.291 -0.074 8.558
H: 1.055 -0.801 -1.250
H: 0.522 -3.233 -4.667
H: 2.195 -1.936 -5.395
H: 0.517 -1.330 -5.761
H: 2.965 0.416 -5.061
H: 2.301 0.191 -6.702
H: 1.384 2.229 -5.633
H: 0.172 1.014 -5.753
H: -0.216 1.732 -3.596
H: 1.545 1.960 -3.298

Atoms 1-3, force components in eV/Å:
0.9 -1.0 1.1
-1.7 2.7 -6.6
-1.6 1.3 2.2

Atomic partial charges in e from the natural (NBO) method, atoms 1 to 2: O -0.629; C 0.616



# 2
ORCA calculation (ωB97M-V/def2-TZVPD) on a single C4H10N4O molecule in a non-equilibrium geometry.

Summary:
**Energy relative to the best compared isomer or geometry (same formula, charge and spin)**: 221.1 kJ/mol
**HOMO**: -9.70 eV
**Lowest unoccupied orbital energy**: 0.020 hartree
**Kohn-Sham gap**: 10.243 eV
**Structure (SMILES)**: CC[C@@](N)(O)N(N)C#N

CARTESIAN COORDINATES (ANGSTROEM)
C: 1.668 1.720 0.370
C: 1.001 0.379 0.664
C: 0.160 -0.248 -0.550
N: -0.331 0.694 -1.498
O: 0.950 -1.156 -1.252
N: -0.974 -0.993 0.057
N: -2.298 -0.448 -0.006
C: -0.713 -1.851 1.081
N: -0.662 -2.636 1.931
H: 2.284 1.678 -0.533
H: 2.311 2.020 1.204
H: 0.917 2.506 0.244
H: 0.464 0.519 1.610
H: 1.807 -0.332 0.889
H: -0.242 0.282 -2.420
H: -1.330 0.766 -1.310
H: 0.358 -1.901 -1.437
H: -2.405 0.204 0.778
H: -2.965 -1.204 0.182

Atoms 1-3, force components in eV/Å:
-0.1 0.2 -0.3
0.8 0.0 -0.7
0.5 0.8 1.3

Atomic partial charges in e from the natural (NBO) method, atoms 1 to 2: C -0.601; C -0.447



# 3
ORCA calculation (ωB97M-V/def2-TZVPD) on a molecular structure, C44H40MgN8O3S3 in a non-equilibrium geometry.

Summary:
**Energy relative to the best compared isomer or geometry (same formula, charge and spin)**: 65.2 kJ/mol
**HOMO**: -6.33 eV
**Lowest unoccupied orbital energy**: -0.051 hartree
**Kohn-Sham gap**: 4.945 eV

CARTESIAN COORDINATES (ANGSTROEM)
Mg: 13.206 11.927 11.899
O: 13.600 13.417 13.232
C: 13.673 14.676 13.072
C: 14.366 15.425 14.052
C: 14.422 16.773 14.015
C: 13.848 17.471 12.951
C: 13.295 16.812 11.873
C: 13.095 15.426 11.936
C: 12.308 14.851 10.931
N: 12.203 13.545 10.774
N: 11.389 13.069 9.872
C: 10.787 11.949 10.309
O: 11.159 11.296 11.332
C: 9.579 11.550 9.506
C: 9.170 12.132 8.309
C: 7.876 12.037 7.909
C: 7.022 11.158 8.557
C: 7.461 10.449 9.678
C: 8.805 10.533 10.029
H: 14.806 14.826 14.855
H: 14.894 17.384 14.792
H: 13.730 18.573 12.923
H: 12.890 17.487 11.143
H: 11.779 15.576 10.263
H: 9.832 12.730 7.677
H: 7.614 12.570 6.979
H: 5.992 10.952 8.229
H: 6.774 9.884 10.299
H: 9.209 9.826 10.744
S: 17.275 11.456 13.507
C: 17.398 12.939 12.742
N: 18.145 13.990 13.237
C: 18.497 15.178 12.424
C: 18.475 14.857 10.967
N: 17.276 14.078 10.561
C: 17.245 13.947 9.070
C: 16.403 14.942 8.309
C: 15.154 14.585 7.774
C: 14.485 15.445 6.907
C: 14.898 16.731 6.677
C: 16.169 17.111 7.165
C: 16.902 16.235 7.930
C: 16.792 13.061 11.387
S: 15.616 11.971 10.918
C: 18.490 14.040 14.619
C: 19.938 13.762 14.967
C: 20.561 12.599 14.545
C: 21.839 12.276 15.032
C: 22.507 13.131 15.889
C: 21.969 14.364 16.233
C: 20.670 14.641 15.832
H: 19.486 15.536 12.720
H: 17.834 16.006 12.665
H: 19.416 14.349 10.654
H: 18.472 15.780 10.356
H: 16.836 12.939 8.857
H: 18.293 14.064 8.725
H: 14.657 13.651 8.106
H: 13.493 15.191 6.582
H: 14.308 17.432 6.085
H: 16.568 18.099 7.020
H: 17.848 16.609 8.336
H: 17.838 13.311 15.078
H: 18.154 14.998 15.005
H: 20.037 11.903 13.880
H: 22.252 11.327 14.812
H: 23.429 12.748 16.369
H: 22.506 15.071 16.870
H: 20.258 15.620 16.144
N: 12.309 6.875 16.441
C: 11.583 8.017 16.481
S: 10.320 8.234 17.532
C: 11.946 9.040 15.521
C: 11.202 10.199 15.324
C: 11.566 11.099 14.353
N: 12.663 10.921 13.572
C: 13.359 9.780 13.703
C: 13.036 8.852 14.683
H: 12.021 6.109 17.053
H: 12.729 6.633 15.560
H: 10.349 10.376 15.999
H: 11.128 12.099 14.240
H: 14.252 9.626 13.086
H: 13.814 8.092 14.783
N: 11.347 7.915 5.687
C: 11.595 7.370 6.897
O: 11.613 6.184 7.133
C: 12.021 8.396 7.956
C: 12.672 9.598 7.696
C: 13.118 10.334 8.766
N: 13.057 9.890 10.039
C: 12.330 8.767 10.281
C: 11.892 7.958 9.277
H: 10.948 7.303 4.971
H: 11.136 8.920 5.587
H: 12.814 10.004 6.700
H: 13.539 11.364 8.617
H: 12.057 8.531 11.301
H: 11.229 7.115 9.492

Atoms 1-3, force components in eV/Å:
-1.4 1.5 -0.4
-0.2 -1.2 -0.6
-0.2 1.4 -1.1

Atomic partial charges in e from the Mulliken method, atoms 1 to 2: Mg 1.906; O -0.708



# 4
ORCA calculation (ωB97M-V/def2-TZVPD) on 2 unconnected molecules or ions with the total composition C4H6N3O2 in a non-equilibrium geometry.

Summary:
**Energy relative to the best compared isomer or geometry (same formula, charge and spin)**: 306.9 kJ/mol
**Net charge**: -1
**HOMO**: -1.82 eV
**Lowest unoccupied orbital energy**: 0.139 hartree
**Kohn-Sham gap**: 5.607 eV

CARTESIAN COORDINATES (ANGSTROEM)
C: 1.359 1.555 0.069
C: -0.587 1.558 -3.493
C: -0.081 1.018 0.216
C: -0.169 -1.354 -0.652
N: 1.737 1.247 -1.148
N: 0.989 0.471 -1.800
N: -0.139 0.090 -0.844
O: 0.128 2.489 -3.606
O: -1.481 0.811 -3.632
H: 1.795 2.253 0.635
H: -0.223 0.497 1.212
H: -0.741 1.958 0.131
H: -0.245 -1.736 -1.708
H: 0.817 -1.798 -0.098
H: -0.998 -1.579 0.075

Atoms 1-3, force components in eV/Å:
-2.4 -3.0 -2.1
0.2 1.1 -0.7
1.1 0.8 2.1

Atomic partial charges in e from the natural (NBO) method, atoms 1 to 2: C -0.277; C 1.059



# 5
ORCA calculation (ωB97M-V/def2-TZVPD) on a single C3H2O2S2 molecule in a non-equilibrium geometry.

Summary:
**Energy relative to the best compared isomer or geometry (same formula, charge and spin)**: 209.0 kJ/mol
**HOMO**: -9.25 eV
**Lowest unoccupied orbital energy**: -0.077 hartree
**Kohn-Sham gap**: 7.164 eV
**Structure (SMILES)**: O=C(C=S)C(O)=S

CARTESIAN COORDINATES (ANGSTROEM)
O: 1.181 -1.379 -0.699
C: 0.357 -0.489 -0.517
C: -0.981 -0.413 -1.270
S: -1.993 0.918 -0.933
C: 0.736 0.453 0.587
O: 0.350 -0.163 1.736
S: 1.254 1.987 0.393
H: -1.211 -1.413 -1.834
H: 0.306 0.501 2.535

Atoms 1-3, force components in eV/Å:
-1.5 0.8 -0.5
1.5 -1.6 -0.6
-1.3 1.1 1.2

Atomic partial charges in e from the natural (NBO) method, atoms 1 to 2: O -0.463; C 0.406



# 6
ORCA calculation (ωB97M-V/def2-TZVPD) on a molecular structure, C3H4ClFOS in a non-equilibrium geometry.

Summary:
**Energy relative to the best compared isomer or geometry (same formula, charge and spin)**: 223.5 kJ/mol
**HOMO**: -8.91 eV
**Lowest unoccupied orbital energy**: -0.005 hartree
**Kohn-Sham gap**: 8.767 eV

CARTESIAN COORDINATES (ANGSTROEM)
C: -0.465 0.907 0.731
C: -0.094 0.318 -0.512
C: 1.037 -0.708 -0.312
H: -1.278 1.619 0.377
H: 0.457 1.526 1.255
H: -1.251 0.109 1.351
H: -0.391 -1.983 -0.080
O: 0.611 -1.746 0.265
F: 0.214 1.245 -1.263
S: 2.589 -0.366 -0.762
Cl: -1.429 -0.922 -1.049

Atoms 1-3, force components in eV/Å:
-3.9 1.0 4.4
1.2 -5.3 2.3
1.6 2.0 -1.5

Atomic partial charges in e from the natural (NBO) method, atoms 1 to 2: C -0.699; C 0.359



# 7
ORCA calculation (ωB97M-V/def2-TZVPD) on 2 unconnected molecules or ions with the total composition C27H26O5S in a non-equilibrium geometry.

Summary:
**HOMO**: -5.26 eV
**Lowest unoccupied orbital energy**: -0.116 hartree
**Kohn-Sham gap**: 2.090 eV

CARTESIAN COORDINATES (ANGSTROEM)
C: 4.657 1.916 5.146
C: 4.098 1.802 3.714
C: 2.817 1.061 3.905
C: 2.657 0.826 5.287
O: 3.718 1.311 6.040
C: 1.503 0.178 5.734
C: 0.565 -0.245 4.830
C: 0.730 -0.061 3.432
C: -0.215 -0.472 2.458
C: -1.367 -1.291 2.583
C: -2.330 -1.272 1.541
C: -3.484 -1.997 1.659
C: -3.744 -2.785 2.801
O: -4.994 -3.386 2.761
C: -5.637 -2.997 1.543
C: -4.664 -2.104 0.750
C: -2.769 -2.876 3.796
C: -1.611 -2.154 3.683
C: 1.884 0.640 2.997
H: 5.614 1.393 5.270
H: 4.798 2.956 5.466
H: 3.913 2.783 3.263
H: 4.769 1.254 3.044
H: 1.364 0.050 6.792
H: -0.349 -0.665 5.203
H: -0.051 -0.070 1.473
H: -2.170 -0.668 0.665
H: -5.913 -3.914 1.009
H: -6.564 -2.474 1.809
H: -5.078 -1.112 0.538
H: -4.373 -2.553 -0.207
H: -2.949 -3.524 4.635
H: -0.839 -2.300 4.414
H: 2.024 0.847 1.952
C: 2.580 5.256 -4.063
C: 2.303 3.950 -3.337
O: 1.069 3.358 -3.693
C: 1.022 2.048 -3.256
C: -0.231 1.397 -3.307
S: -0.394 -0.243 -2.653
C: -0.415 -1.136 -4.256
C: 0.714 -1.810 -4.676
C: 0.705 -2.483 -5.878
C: -0.430 -2.478 -6.664
C: -1.558 -1.804 -6.245
C: -1.547 -1.135 -5.042
O: -1.894 -0.210 -2.492
O: 2.005 1.457 -2.813
H: 3.335 5.861 -3.558
H: 2.925 5.082 -5.081
H: 1.673 5.853 -4.132
H: 3.093 3.209 -3.524
H: 2.268 4.107 -2.250
H: -1.089 1.912 -3.688
H: 1.589 -1.812 -4.048
H: 1.577 -3.030 -6.197
H: -0.437 -3.003 -7.604
H: -2.450 -1.817 -6.848
H: -2.425 -0.627 -4.680

Atoms 1-3, force components in eV/Å:
0.8 0.4 -0.3
0.3 0.2 -0.5
0.1 -0.1 0.7

Atomic partial charges in e from the natural (NBO) method, atoms 1 to 2: C -0.067; C -0.460